2 unconnected molecules or ions with the total composition C8H19NSi in a non-equilibrium geometry. Source: the OMol25 dataset; level of theory: ωB97M-V/def2-TZVPD.

Each line ends with the Löwdin charge.
Atoms and positions in Å:
C (-0.15831, -2.88249, 2.28622)  -0.262
C (-0.10847, -2.70844, 0.73989)  -0.370
C (-0.98001, -1.08255, -2.44846)  -0.092
C (-2.69193, 0.10750, -0.96633)  -0.111
C (-0.58641, 1.24837, -1.56828)  -0.160
C (3.09320, 1.88980, 0.33455)  -0.139
C (1.63986, 2.37706, 2.08569)  -0.110
C (-1.18562, -0.06728, -1.17551)  -0.688
N (1.85240, 2.09645, 0.91962)  -0.105
Si (-0.26660, -0.98747, 0.30895)  0.851
H (0.62544, -3.68880, 2.52177)  0.074
H (-1.30165, -3.14128, 2.44771)  0.093
H (0.18045, -3.55173, 0.07197)  0.028
H (-1.60505, -0.93810, -3.28550)  0.056
H (0.06123, -1.19425, -2.56501)  0.046
H (-1.33399, -2.01478, -2.00894)  0.053
H (-3.10647, 0.10817, -1.93146)  0.051
H (-2.83548, 1.17874, -0.54097)  0.109
H (-3.12457, -0.63239, -0.27355)  0.074
H (0.42952, 1.36035, -2.04151)  0.094
H (-1.35660, 1.82977, -2.19988)  0.108
H (-0.51884, 1.79839, -0.65174)  0.032
H (3.17653, 0.86761, 0.15278)  0.066
H (3.12431, 2.35967, -0.58457)  0.059
H (3.92758, 2.20594, 0.93285)  0.078
H (0.10648, -2.00476, 2.90132)  0.037
H (0.61091, 2.53882, 2.33999)  0.048
H (2.32189, 2.72132, 2.97688)  0.109
H (0.01021, 0.20638, 1.22150)  -0.033

Results
* strongest force on any atom: 4.349 eV/Å
* orbital gap: 0.2987 hartree
* ΔE to the lowest compared entry with this formula, charge and spin: 604.7 kJ/mol
* 2S+1: 1



A molecular structure, C8H19O2PSi in a non-equilibrium geometry. Source: the OMol25 dataset; level of theory: ωB97M-V/def2-TZVPD.

Each line ends with the Löwdin charge.
Atoms and positions in Å:
C (-2.63382, 0.14814, 1.90377)  -0.273
C (-1.26272, 0.26038, 2.62322)  -0.230
C (-2.36953, -0.06893, 0.45355)  -0.313
C (-0.34446, -0.80979, 2.10083)  -0.455
C (-0.42035, -2.17167, 2.82418)  -0.124
C (0.81176, 2.11173, -2.92912)  -0.130
C (3.11402, 1.09351, -1.06574)  -0.153
C (1.45580, -0.68017, -3.05316)  -0.086
O (-0.92043, -2.42646, -0.27951)  -0.350
O (0.26899, 0.43653, -0.74546)  -0.218
Si (1.41248, 0.71913, -1.74758)  0.347
P (-0.90331, -1.13877, 0.34285)  0.737
H (-3.27428, -0.62583, 2.24741)  0.095
H (-3.16068, 1.11416, 1.90857)  0.110
H (-0.82568, 1.29745, 2.55067)  0.124
H (-1.47308, 0.19609, 3.70083)  0.106
H (-3.35535, -0.65697, 0.08152)  0.140
H (-2.16484, 0.82287, -0.17642)  0.079
H (0.77821, -0.44548, 2.16200)  0.142
H (0.28334, -2.94024, 2.43274)  0.086
H (-1.42618, -2.62574, 2.73950)  0.080
H (-0.31220, -1.93961, 3.86197)  0.056
H (-0.23219, 1.86993, -3.21880)  0.056
H (0.69368, 3.02539, -2.40899)  0.014
H (1.36720, 2.36678, -3.75014)  0.004
H (3.87692, 0.45108, -1.06327)  -0.032
H (3.65780, 1.87586, -1.70963)  0.070
H (3.07504, 1.54844, -0.09246)  0.023
H (2.42546, -1.01689, -3.44876)  0.057
H (1.07723, -1.50112, -2.46723)  0.020
H (0.78117, -0.28980, -3.77733)  0.019

Results
* strongest force on any atom: 5.115 eV/Å
* orbital gap (alpha / beta): 0.2149 / 0.2082 hartree
* 2S+1: 3



A molecular structure, C8H20CeClI2OP2 in a non-equilibrium geometry. Source: the OMol25 dataset; level of theory: ωB97M-V/def2-TZVPD.

Each line ends with the Löwdin charge.
Atoms and positions in Å:
I (0.29339, -0.61171, -5.17467)  0.087
I (-0.32111, 1.97798, -4.46461)  0.074
Ce (0.00841, -0.45570, 0.01649)  0.553
P (-2.55118, -0.06819, -0.07636)  0.639
C (-3.37178, 1.44859, 0.33036)  -0.233
C (-3.02076, -0.64884, -1.73535)  -0.211
H (-4.12118, -0.81376, -1.66370)  0.086
H (-4.12357, -1.49624, 0.96821)  0.085
H (-2.49374, -1.58967, -1.99820)  0.068
H (-2.50501, -2.34394, 0.89728)  0.063
H (-3.06188, 2.21558, -0.40772)  0.075
H (-2.74355, 0.12272, -2.48392)  0.051
C (-3.02682, -1.38935, 1.11003)  -0.210
H (-4.45954, 1.19370, 0.26670)  0.083
H (-2.77288, -1.08564, 2.14432)  0.058
H (-3.06354, 1.76311, 1.34867)  0.077
P (2.55330, 0.02086, -0.06692)  0.639
C (3.31940, 1.56472, 0.34402)  -0.233
C (3.07065, -1.28551, 1.11779)  -0.209
H (2.55433, -1.49669, -1.99505)  0.064
H (4.15548, -0.66528, -1.65250)  0.087
H (2.74681, 0.21646, -2.47535)  0.059
C (3.04909, -0.54093, -1.72352)  -0.217
H (2.58119, -2.25634, 0.90224)  0.063
H (4.17046, -1.35521, 0.97675)  0.086
H (4.41538, 1.34732, 0.28562)  0.083
H (2.99482, 1.86809, 1.36075)  0.077
H (2.80514, -0.99133, 2.15173)  0.058
H (2.98732, 2.32117, -0.39502)  0.075
C (-0.03646, 2.02691, 0.45901)  -0.062
O (-0.05697, 3.14491, 0.77230)  0.179
Cl (0.03226, -2.06799, 2.75597)  0.589
C (0.00255, -0.29722, 2.38052)  -0.726
H (-0.90279, 0.09844, 2.86097)  0.022
H (0.89275, 0.12900, 2.86313)  0.022

Results
* strongest force on any atom: 5.359 eV/Å
* orbital gap (alpha / beta): 0.2738 / 0.2753 hartree
* charge: +2
* ΔE to the lowest compared entry with this formula, charge and spin: 28.9 kJ/mol
* 2S+1: 2



5 unconnected molecules or ions with the total composition C8H20Cl6O3 in a non-equilibrium geometry. Source: the OMol25 dataset; level of theory: ωB97M-V/def2-TZVPD.

Each line ends with the Löwdin charge.
Atoms and positions in Å:
C (-1.78551, -0.01543, 4.91193)  -1.538
Cl (-1.17247, -1.31663, 3.84106)  0.503
Cl (-3.37163, -0.36387, 5.56045)  0.503
Cl (-1.90540, 1.49067, 4.04774)  0.544
H (-1.18753, 0.10482, 5.81528)  0.018
C (-5.03126, -1.16226, 1.51954)  -1.446
Cl (-5.20609, -1.65101, 3.25021)  0.477
Cl (-5.32479, -2.56658, 0.41651)  0.488
Cl (-3.45708, -0.37564, 1.19858)  0.516
H (-5.79307, -0.42867, 1.25576)  0.010
C (3.20339, -2.76199, -0.73731)  -0.100
C (4.00234, -1.96517, 0.25174)  -0.354
O (4.23412, -0.74104, -0.33952)  -0.078
H (2.26396, -2.26142, -0.97179)  0.070
H (3.00599, -3.75683, -0.33804)  0.069
H (3.71415, -2.88606, -1.69221)  0.074
H (4.94090, -2.41824, 0.57100)  0.114
H (3.35762, -1.85038, 1.12310)  0.103
H (3.43957, -0.20730, -0.41307)  0.045
C (-0.48992, 1.31650, 0.46606)  -0.089
C (1.03625, 1.13993, 0.60878)  -0.299
O (1.59915, 0.77353, -0.62117)  -0.105
H (-0.96925, 1.67324, 1.37769)  0.020
H (-0.91955, 0.34667, 0.21516)  0.044
H (-0.66111, 2.08928, -0.28334)  0.069
H (1.34820, 0.38099, 1.32628)  0.108
H (1.51047, 2.06850, 0.92653)  0.109
H (1.23660, 1.32703, -1.31674)  0.012
C (-1.07578, 1.06474, -3.45757)  -0.073
C (0.21528, 1.73364, -3.89594)  -0.265
O (0.88860, 2.16543, -2.69508)  -0.103
H (-1.75914, 0.86393, -4.28267)  0.076
H (-1.62540, 1.67465, -2.74062)  0.073
H (-0.86102, 0.16704, -2.87783)  0.077
H (0.01050, 2.54968, -4.58893)  0.110
H (0.97796, 1.11671, -4.37114)  0.116
H (1.61093, 2.68152, -3.06044)  0.103

Results
* strongest force on any atom: 2.284 eV/Å
* orbital gap: 0.3637 hartree
* 2S+1: 1



A molecular structure, C8H20ClIrTb in a non-equilibrium geometry. Source: the OMol25 dataset; level of theory: ωB97M-V/def2-TZVPD.

Each line ends with the Löwdin charge.
Atoms and positions in Å:
Ir (0.00000, 0.00000, 0.00000)  0.796
Cl (0.81318, -1.81196, 0.19122)  0.222
C (1.42489, 1.12145, 0.78819)  -0.404
H (1.00879, 2.05774, 1.21987)  -0.031
H (2.18484, 1.42106, 0.03624)  -0.009
H (1.95956, 0.59722, 1.60792)  -0.029
Tb (0.59316, -1.91192, -1.87694)  0.555
C (-0.94321, -3.19981, -2.40602)  -0.387
C (2.29142, -2.32791, -2.99066)  -0.383
C (0.08069, -0.00112, -1.83287)  -0.679
H (2.55636, -1.42917, -3.58982)  -0.018
H (3.14351, -2.58885, -2.32763)  -0.022
H (2.08454, -3.17767, -3.67748)  -0.022
H (-1.78661, -2.59818, -2.81088)  -0.014
H (-0.58653, -3.90265, -3.19036)  -0.019
H (-1.29756, -3.77738, -1.52593)  -0.021
H (0.76389, 0.75747, -2.27454)  0.027
H (-0.93386, 0.04886, -2.28611)  0.009
C (-1.59314, 1.56527, 2.40755)  -0.135
C (-2.29623, 1.64470, 1.04997)  -0.559
C (-3.25658, 2.83809, 1.01360)  -0.124
C (-1.27082, 1.73599, -0.08517)  -0.351
H (-0.99191, 2.48069, 2.59471)  0.078
H (-0.92509, 0.67851, 2.44083)  0.044
H (-2.34234, 1.46051, 3.22126)  0.068
H (-2.88456, 0.71133, 0.90958)  0.115
H (-2.70292, 3.79184, 1.15177)  0.076
H (-3.79051, 2.87075, 0.04028)  0.070
H (-4.01394, 2.74370, 1.82099)  0.064
H (-1.81535, 1.75903, -1.05256)  0.036
H (-0.68569, 2.67673, -0.01845)  0.047

Results
* strongest force on any atom: 15.861 eV/Å
* orbital gap (alpha / beta): 0.1317 / 0.2512 hartree
* charge: -1
* 2S+1: 11



A molecular structure, C8H20ClMgO4 in a non-equilibrium geometry. Source: the OMol25 dataset; level of theory: ωB97M-V/def2-TZVPD.

Each line ends with the Löwdin charge.
Atoms and positions in Å:
Mg (20.83907, -1.27911, 5.22936)  0.941
Cl (21.45532, -2.86373, 4.93643)  0.499
C (17.16557, -7.47624, 8.25707)  -0.129
O (17.82852, -6.20360, 8.22703)  -0.192
C (19.09280, -6.28113, 9.02483)  -0.112
C (19.90252, -4.91587, 8.73095)  -0.172
O (20.31860, -4.87594, 7.39839)  -0.153
C (20.53694, -3.58729, 6.87484)  -0.281
H (16.13997, -7.28687, 7.94026)  0.086
H (16.82834, -8.02249, 9.13797)  0.081
H (17.78034, -8.18529, 7.70263)  0.088
H (19.63297, -7.18927, 8.75726)  0.114
H (18.93568, -6.38927, 10.09801)  0.115
H (20.80226, -4.85055, 9.34274)  0.121
H (19.30877, -4.01145, 8.86351)  0.118
H (19.69340, -3.19515, 6.30670)  0.065
H (21.29508, -3.69990, 6.09983)  -0.172
H (21.04802, -2.98531, 7.62618)  0.117
C (26.47700, -5.53419, 0.71860)  -0.122
O (25.81345, -5.21223, 1.92542)  -0.158
C (24.52794, -4.77859, 1.56002)  -0.194
C (24.00278, -3.93356, 2.79512)  -0.187
O (24.27077, -4.58797, 4.00588)  -0.114
C (23.49337, -4.02613, 5.00104)  -0.253
H (27.32283, -6.17546, 0.96649)  0.089
H (26.90986, -4.66896, 0.21649)  0.092
H (25.99424, -6.19360, -0.00268)  0.091
H (23.92786, -5.67378, 1.39674)  0.128
H (24.50000, -4.11179, 0.69823)  0.122
H (22.96806, -3.60643, 2.69294)  0.100
H (24.61165, -3.02983, 2.76961)  0.126
H (22.43985, -4.29487, 4.92377)  -0.013
H (23.51243, -2.93644, 4.98372)  0.038
H (23.76096, -4.35473, 6.00529)  0.122

Results
* strongest force on any atom: 15.088 eV/Å
* orbital gap: 0.1876 hartree
* charge: +1
* ΔE to the lowest compared entry with this formula, charge and spin: 1084.7 kJ/mol
* 2S+1: 1



The lowest strongest force on any atom belongs to which entry?
C8H20Cl6O3



What did the second record say?
A molecular structure, C8H19O2PSi in a non-equilibrium geometry. Source: the OMol25 dataset; level of theory: ωB97M-V/def2-TZVPD.

Each line ends with the Löwdin charge.
Atoms and positions in Å:
C (-2.63382, 0.14814, 1.90377)  -0.273
C (-1.26272, 0.26038, 2.62322)  -0.230
C (-2.36953, -0.06893, 0.45355)  -0.313
C (-0.34446, -0.80979, 2.10083)  -0.455
C (-0.42035, -2.17167, 2.82418)  -0.124
C (0.81176, 2.11173, -2.92912)  -0.130
C (3.11402, 1.09351, -1.06574)  -0.153
C (1.45580, -0.68017, -3.05316)  -0.086
O (-0.92043, -2.42646, -0.27951)  -0.350
O (0.26899, 0.43653, -0.74546)  -0.218
Si (1.41248, 0.71913, -1.74758)  0.347
P (-0.90331, -1.13877, 0.34285)  0.737
H (-3.27428, -0.62583, 2.24741)  0.095
H (-3.16068, 1.11416, 1.90857)  0.110
H (-0.82568, 1.29745, 2.55067)  0.124
H (-1.47308, 0.19609, 3.70083)  0.106
H (-3.35535, -0.65697, 0.08152)  0.140
H (-2.16484, 0.82287, -0.17642)  0.079
H (0.77821, -0.44548, 2.16200)  0.142
H (0.28334, -2.94024, 2.43274)  0.086
H (-1.42618, -2.62574, 2.73950)  0.080
H (-0.31220, -1.93961, 3.86197)  0.056
H (-0.23219, 1.86993, -3.21880)  0.056
H (0.69368, 3.02539, -2.40899)  0.014
H (1.36720, 2.36678, -3.75014)  0.004
H (3.87692, 0.45108, -1.06327)  -0.032
H (3.65780, 1.87586, -1.70963)  0.070
H (3.07504, 1.54844, -0.09246)  0.023
H (2.42546, -1.01689, -3.44876)  0.057
H (1.07723, -1.50112, -2.46723)  0.020
H (0.78117, -0.28980, -3.77733)  0.019

Results
* strongest force on any atom: 5.115 eV/Å
* orbital gap (alpha / beta): 0.2149 / 0.2082 hartree
* 2S+1: 3



Please write out number 6 again, unchanged.
A molecular structure, C8H20ClMgO4 in a non-equilibrium geometry. Source: the OMol25 dataset; level of theory: ωB97M-V/def2-TZVPD.

Each line ends with the Löwdin charge.
Atoms and positions in Å:
Mg (20.83907, -1.27911, 5.22936)  0.941
Cl (21.45532, -2.86373, 4.93643)  0.499
C (17.16557, -7.47624, 8.25707)  -0.129
O (17.82852, -6.20360, 8.22703)  -0.192
C (19.09280, -6.28113, 9.02483)  -0.112
C (19.90252, -4.91587, 8.73095)  -0.172
O (20.31860, -4.87594, 7.39839)  -0.153
C (20.53694, -3.58729, 6.87484)  -0.281
H (16.13997, -7.28687, 7.94026)  0.086
H (16.82834, -8.02249, 9.13797)  0.081
H (17.78034, -8.18529, 7.70263)  0.088
H (19.63297, -7.18927, 8.75726)  0.114
H (18.93568, -6.38927, 10.09801)  0.115
H (20.80226, -4.85055, 9.34274)  0.121
H (19.30877, -4.01145, 8.86351)  0.118
H (19.69340, -3.19515, 6.30670)  0.065
H (21.29508, -3.69990, 6.09983)  -0.172
H (21.04802, -2.98531, 7.62618)  0.117
C (26.47700, -5.53419, 0.71860)  -0.122
O (25.81345, -5.21223, 1.92542)  -0.158
C (24.52794, -4.77859, 1.56002)  -0.194
C (24.00278, -3.93356, 2.79512)  -0.187
O (24.27077, -4.58797, 4.00588)  -0.114
C (23.49337, -4.02613, 5.00104)  -0.253
H (27.32283, -6.17546, 0.96649)  0.089
H (26.90986, -4.66896, 0.21649)  0.092
H (25.99424, -6.19360, -0.00268)  0.091
H (23.92786, -5.67378, 1.39674)  0.128
H (24.50000, -4.11179, 0.69823)  0.122
H (22.96806, -3.60643, 2.69294)  0.100
H (24.61165, -3.02983, 2.76961)  0.126
H (22.43985, -4.29487, 4.92377)  -0.013
H (23.51243, -2.93644, 4.98372)  0.038
H (23.76096, -4.35473, 6.00529)  0.122

Results
* strongest force on any atom: 15.088 eV/Å
* orbital gap: 0.1876 hartree
* charge: +1
* ΔE to the lowest compared entry with this formula, charge and spin: 1084.7 kJ/mol
* 2S+1: 1